# CH4N2O2

A single CH4N2O2 molecule at a distorted geometry (the ωB97M-V functional and the def2-TZVPD basis, the OMol25 dataset).

CARTESIAN COORDINATES (ANGSTROEM)
C 0.23771 -0.99816 -0.29328
N 0.55631 0.26497 0.30597
N -0.38996 1.22703 -0.00962
O -1.15332 1.09254 -0.86751
O -0.28008 2.21388 0.68763
H -0.86478 -1.38154 0.16604
H 0.16034 -0.90809 -1.32993
H 0.98070 -1.63812 0.13587
H 0.75309 0.12749 1.20483

Values from the calculation:
multiplicity: 1
F_max: 6.000 eV Å⁻¹
SMILES string: CN[N+](=O)[O-]
net charge: 0
relative energy (zero: lowest compared OMol25 entry of this formula, charge and spin): 374.2 kJ/mol
gap between HOMO and LUMO: 0.4218 Eh

---

# CH4N2O2

2 unconnected molecules or ions with the total composition CH4N2O2 at a distorted geometry (the ωB97M-V functional and the def2-TZVPD basis, the OMol25 dataset).

CARTESIAN COORDINATES (ANGSTROEM)
C -1.37680 -0.19964 -0.20071
N 1.42289 0.84451 0.51355
N -0.15471 -0.38864 -0.76566
O -1.79668 0.89583 0.22045
O 0.80280 0.56503 -0.69847
H -1.84070 -1.20902 -0.01198
H 0.97171 1.45699 1.14378
H 1.92596 0.10764 0.86284
H 0.04553 -2.07269 -1.06381

Values from the calculation:
multiplicity: 1
F_max: 4.571 eV Å⁻¹
net charge: 0
relative energy (zero: lowest compared OMol25 entry of this formula, charge and spin): 650.0 kJ/mol
gap between HOMO and LUMO (alpha / beta): 0.3093 / 0.3094 Eh